Below is the ion C27H21O5 with charge -1 in a non-equilibrium geometry, with properties calculated with ωB97M-V/def2-TZVPD.

CARTESIAN COORDINATES (ANGSTROEM)
C1 7.3472 -0.8043 9.0151
O1 7.2826 -0.5647 7.5973
C2 6.0269 -0.5133 7.0626
C3 4.7955 -0.9012 7.6446
C4 3.6030 -0.4800 7.0376
C5 3.5946 0.2719 5.8566
C6 2.3844 0.9286 5.2470
C7 1.4387 1.3553 6.2775
C8 1.6922 2.1594 7.5410
O2 2.7422 2.4173 8.1237
C9 0.3312 2.6378 7.9067
C10 -0.0099 3.5079 8.9228
C11 -1.3639 3.8976 8.9934
C12 -2.3468 3.4407 8.0688
C13 -1.9841 2.4993 7.0861
C14 -0.6429 2.1324 7.0175
C15 -0.0109 1.1284 6.1327
O3 -0.5998 0.1947 5.5567
C16 1.6773 0.1019 4.0503
C17 2.5370 -0.2922 2.7892
C18 3.0180 -1.7324 2.6959
O4 2.8775 0.5482 1.9456
C19 0.5517 0.9082 3.3632
O5 0.6007 2.1229 3.2081
C20 -0.7796 0.2811 2.8896
C21 -0.9619 -1.0650 2.5323
C22 -2.2492 -1.5507 2.1330
C23 -3.3295 -0.6532 2.0122
C24 -3.1465 0.7030 2.3628
C25 -1.8926 1.1512 2.7655
C26 4.7999 0.4335 5.1863
C27 5.9753 -0.0189 5.7599
H1 8.4139 -0.8129 9.2355
H2 6.8415 -0.0057 9.5736
H3 6.9257 -1.7939 9.2447
H4 4.8026 -1.4122 8.6135
H5 2.6589 -0.6862 7.5491
H6 2.6848 1.8015 4.5786
H7 0.7682 3.8426 9.6252
H8 -1.6602 4.5799 9.7934
H9 -3.3773 3.8383 8.0933
H10 -2.6882 2.0938 6.3466
H11 1.1935 -0.7592 4.5799
H12 2.1680 -2.4123 2.4922
H13 3.7533 -1.8663 1.9018
H14 3.4604 -2.0395 3.6575
H15 -0.1231 -1.7718 2.6129
H16 -2.4756 -2.6286 1.9451
H17 -4.3311 -0.9847 1.6900
H18 -3.9650 1.4326 2.3527
H19 -1.7477 2.1997 3.0375
H20 4.7523 0.9885 4.2525
H21 6.8979 0.1404 5.2133

Cartesian forces, eV/Å:
C 0.1 -0.2 -0.9
O -0.2 -0.5 1.0
C -1.2 -0.2 -0.8
C 1.0 0.6 0.1
C -0.1 0.0 0.1
C 0.3 -0.6 -0.4
C 0.4 0.4 -2.2
C -2.3 0.8 1.4
C 0.0 -1.5 -3.2
O -0.4 0.1 0.0
C -1.1 0.4 0.3
C -0.4 -0.3 -0.3
C -0.8 0.0 -0.3
C 0.8 0.3 0.6
C 0.6 0.2 0.0
C -0.9 0.3 1.1
C 2.5 -0.3 0.8
O -0.3 0.9 0.1
C -0.8 -0.9 -0.1
C 1.4 1.2 0.0
C -0.4 -0.2 0.2
O -0.9 -1.7 1.6
C -1.4 1.7 0.3
O 0.7 -1.3 0.3
C -0.3 -0.6 -0.6
C -0.8 -0.3 0.2
C -0.1 0.5 0.0
C 0.3 0.2 0.4
C 0.5 -0.3 -0.1
C 0.4 -0.2 0.3
C -0.1 -0.3 0.5
C 0.4 0.7 -0.5
H -0.1 0.0 0.2
H 0.0 -0.2 -0.1
H 0.0 0.3 0.1
H -0.3 0.3 -0.4
H 0.2 0.1 -0.2
H 0.3 -0.5 1.3
H -0.5 0.0 -0.3
H 0.0 -0.1 -0.3
H 0.7 -0.3 0.2
H 0.3 0.2 0.5
H 0.5 0.3 -1.0
H 0.3 0.3 0.2
H -0.1 0.2 0.0
H -0.2 0.2 -0.2
H -0.5 0.3 0.0
H 0.7 1.0 0.1
H 0.7 0.0 0.2
H 0.2 -0.5 -0.2
H 0.0 -0.4 -0.1
H 0.4 -0.2 0.0
H 0.2 0.1 0.2

Calculated values
**LUMO energy**: 2.8 eV
**Structure (SMILES)**: COc1ccc([C@H](C2=C([O-])c3ccccc3C2=O)[C@H](C(C)=O)C(=O)c2ccccc2)cc1
**Total charge**: -1
**Total energy**: -38577.2773 eV
**Highest occupied orbital energy**: -3.634 eV
**Kohn-Sham gap**: 6.43 eV